# 1
{"formula": "C15H22AuF5N6O", "method": "wB97M-V/def2-TZVPD", "total_charge": 2, "orbital_gap_ev": [5.145, 5.145], "lumo_ev": [-9.78, -9.78], "elements": ["Au", "F", "C", "C", "C", "F", "C", "F", "C", "F", "C", "F", "C", "N", "C", "C", "N", "C", "H", "H", "H", "H", "H", "H", "N", "N", "H", "H", "H", "H", "C", "N", "C", "C", "O", "N", "C", "C", "H", "H", "H", "H", "H", "H", "H", "H", "H", "H", "H", "H"], "positions_angstrom": [[0.1543, -0.8065, -0.4681], [-0.1260, -1.6030, -3.5352], [-0.6910, -2.5557, -2.7644], [-0.7025, -2.3962, -1.3921], [-1.2637, -3.3995, -0.6231], [-1.3004, -3.2636, 0.7106], [-1.7834, -4.5489, -1.1948], [-2.2972, -5.4961, -0.4340], [-1.7564, -4.6909, -2.5779], [-2.2411, -5.7753, -3.1365], [-1.2076, -3.6879, -3.3700], [-1.1691, -3.8186, -4.6851], [-3.3880, 3.4054, -1.8822], [-2.2779, 2.4635, -1.9595], [-1.3641, 2.3759, -2.9767], [-0.5036, 1.3769, -2.6413], [-0.8853, 0.8712, -1.4242], [-1.9641, 1.5409, -1.0435], [-3.6193, 3.7676, -2.8795], [-3.1309, 4.2565, -1.2540], [-4.2648, 2.9121, -1.4707], [-1.4046, 3.0071, -3.8475], [0.3343, 0.9905, -3.1897], [-2.5342, 1.3666, -0.1460], [3.0404, 0.1046, -2.0933], [2.6393, -1.0090, -1.4878], [2.8642, 0.1238, -3.0919], [3.9316, 0.4985, -1.8014], [3.0912, -1.1519, -0.5858], [2.5980, -1.8451, -2.0712], [0.0785, 0.1148, 4.3660], [0.7988, -0.2896, 3.1630], [0.8927, -1.7313, 2.9718], [1.1995, 0.5463, 2.1932], [1.4742, 0.1026, 1.0257], [1.3343, 1.8695, 2.4397], [1.6869, 2.4426, 3.7337], [1.4693, 2.7789, 1.3084], [-0.6685, -0.6463, 4.5859], [-0.4307, 1.0625, 4.2217], [0.7368, 0.1850, 5.2329], [1.2481, -2.1880, 3.8951], [1.5847, -1.9752, 2.1722], [-0.0858, -2.1599, 2.7423], [2.1239, 1.6943, 4.3886], [0.8314, 2.8999, 4.2326], [2.4337, 3.2203, 3.5787], [0.9903, 2.3628, 0.4278], [2.5203, 2.9686, 1.0720], [1.0039, 3.7293, 1.5658]], "atomic_forces_ev_per_a": [[0.993, 0.373, -0.095], [-0.119, -0.183, 0.125], [0.232, 0.364, -0.202], [0.245, 0.541, -0.538], [-0.027, 0.191, 0.436], [-0.003, 0.046, -0.011], [0.036, 0.046, -0.136], [0.020, 0.034, -0.014], [0.017, 0.075, 0.042], [-0.015, -0.021, -0.009], [-0.008, -0.009, -0.020], [0.013, -0.003, 0.111], [-0.252, 0.277, 0.122], [0.130, -0.238, 0.163], [0.186, -0.190, 0.019], [0.113, 0.094, -0.342], [-0.005, -0.839, 0.463], [-0.297, 0.051, 0.134], [0.014, -0.082, -0.031], [0.084, -0.044, -0.013], [0.021, -0.049, -0.041], [0.001, 0.027, 0.031], [-0.015, 0.011, -0.002], [0.012, 0.023, -0.009], [0.347, 2.033, -1.083], [-1.463, -2.276, 1.385], [0.188, 0.000, 0.254], [-0.221, -0.207, -0.092], [-0.080, -0.109, -0.269], [0.277, 0.085, 0.239], [-0.018, 0.010, 0.239], [0.059, -0.033, -0.286], [-0.023, -0.178, 0.056], [-0.209, 0.726, 0.799], [-0.319, -0.188, -0.996], [-0.025, -0.469, -0.351], [0.026, 0.070, 0.294], [0.143, 0.067, -0.073], [-0.033, 0.010, -0.082], [0.007, -0.006, -0.057], [-0.024, 0.004, -0.036], [0.030, 0.008, -0.030], [0.067, 0.041, 0.047], [-0.011, 0.033, -0.004], [0.001, -0.016, -0.048], [0.016, -0.009, -0.039], [0.026, -0.054, -0.083], [-0.055, 0.034, -0.010], [-0.038, -0.037, 0.041], [-0.041, -0.031, -0.001]], "nbo_charge": [1.25, -0.31, 0.28, -0.31, 0.30, -0.30, 0.29, -0.25, 0.32, -0.24, 0.32, -0.26, -0.41, -0.29, -0.04, -0.08, -0.55, 0.21, 0.24, 0.23, 0.24, 0.26, 0.24, 0.24, -0.60, -0.55, 0.40, 0.40, 0.42, 0.40, -0.42, -0.40, -0.42, 0.81, -0.84, -0.41, -0.42, -0.41, 0.23, 0.22, 0.22, 0.23, 0.22, 0.21, 0.22, 0.22, 0.23, 0.21, 0.21, 0.22]}

---

# 2
{"formula": "C8H32N8O8", "method": "wB97M-V/def2-TZVPD", "smiles": "NC(N)=O.NC(N)=O.NC(N)=O.NC(N)=O.CO.CO.CO.CO", "total_charge": 0, "orbital_gap_ev": 8.904, "lumo_ev": 0.16, "elements": ["N", "C", "N", "O", "H", "H", "H", "H", "N", "C", "N", "O", "H", "H", "H", "H", "N", "C", "N", "O", "H", "H", "H", "H", "N", "C", "N", "O", "H", "H", "H", "H", "C", "O", "H", "H", "H", "H", "C", "O", "H", "H", "H", "H", "C", "O", "H", "H", "H", "H", "C", "O", "H", "H", "H", "H"], "positions_angstrom": [[-3.9341, -2.3865, -0.1726], [-2.6251, -2.1345, -0.1406], [-2.2461, -0.8815, -0.0446], [-1.6891, -3.1615, -0.3676], [-4.2511, -3.2565, -0.6676], [-4.5701, -1.6085, -0.0316], [-1.2761, -0.7615, -0.4656], [-2.8541, -0.1165, -0.2296], [4.4429, 0.7835, -3.1086], [3.9049, -0.2405, -2.4696], [3.5199, -1.1165, -3.3566], [3.8879, -0.4565, -1.1496], [4.9069, 1.4785, -2.4846], [4.7379, 0.7625, -4.1086], [2.7419, -1.6775, -2.9526], [3.4169, -0.9565, -4.3866], [0.2289, -0.4585, -0.8916], [0.6709, -0.9985, -1.9636], [0.2069, -0.3535, -2.9876], [1.4679, -2.1535, -1.9466], [0.5719, -0.9725, -0.0456], [-0.0851, 0.5365, -0.7496], [0.6019, -0.5295, -3.9646], [-0.3231, 0.5275, -2.8956], [-0.0411, 4.3255, -1.0846], [0.2979, 3.1555, -0.5696], [1.5819, 3.1325, -0.3256], [-0.5161, 2.0275, -0.4976], [-1.0851, 4.4915, -1.2186], [0.3989, 5.2595, -0.9176], [1.9459, 2.3325, 0.1744], [2.2009, 3.9965, -0.3236], [-2.9991, 2.4645, 2.1164], [-2.4771, 3.2795, 1.2004], [-4.0271, 2.7775, 2.4194], [-2.3701, 2.2705, 2.9994], [-3.2841, 1.4865, 1.7304], [-1.7481, 2.7345, 0.8534], [-2.6011, -2.0085, 3.2804], [-2.0801, -0.7425, 2.7384], [-1.8931, -2.8105, 2.9924], [-3.5391, -2.2315, 2.7584], [-2.7801, -1.9965, 4.3914], [-2.1191, -0.6885, 1.7744], [1.6179, -3.1235, 0.8554], [0.5539, -2.2175, 1.0994], [1.8239, -3.6985, 1.7294], [2.5159, -2.6055, 0.5324], [1.2129, -3.8135, 0.0904], [-0.2761, -2.6795, 1.0654], [1.1199, 1.0085, 2.1504], [2.3359, 0.9535, 1.3914], [0.6429, 1.9785, 2.4194], [1.1699, 0.4765, 3.0774], [0.4199, 0.5515, 1.5384], [2.5449, 0.0465, 1.1404]], "atomic_forces_ev_per_a": [[-1.372, -1.449, -0.465], [3.860, -6.255, -2.583], [2.085, 1.199, -0.033], [-4.766, 5.097, 1.621], [0.529, 1.431, 1.147], [0.020, -0.506, -0.271], [-0.820, -0.126, 0.674], [-0.762, 0.279, -0.131], [2.548, 4.577, 0.459], [0.948, -1.357, 4.889], [-2.719, -3.474, -1.950], [-0.144, 1.735, -5.464], [-0.431, -0.869, -1.124], [-0.544, -0.144, 1.690], [0.283, -0.632, -0.138], [0.411, 0.300, 1.801], [0.311, 0.457, 5.308], [4.185, -6.186, 0.028], [0.168, 1.271, -6.728], [-4.028, 5.495, -0.883], [-0.478, 0.350, -0.411], [0.855, -0.573, -0.581], [-0.925, 0.190, 2.219], [0.667, -0.993, 0.182], [-4.926, 3.187, -0.995], [-1.597, -3.857, -0.446], [2.627, 0.156, 1.293], [2.797, 5.683, -0.120], [1.940, -0.641, 0.202], [0.005, -1.884, 0.081], [0.465, -0.583, 0.169], [-1.554, -1.741, -0.135], [-3.019, -2.022, 2.649], [1.776, 1.214, -1.963], [0.864, 0.523, 0.246], [-0.188, 0.214, -0.062], [0.469, -0.573, -0.330], [0.078, 0.654, -0.690], [0.501, 0.521, -1.315], [-0.378, -0.452, 2.060], [-0.294, 0.212, 0.527], [-0.067, -0.086, 0.356], [0.449, 0.453, -1.234], [-0.076, -0.638, 0.141], [-1.163, -0.884, -0.984], [1.144, 1.223, 1.078], [0.299, -0.398, 0.915], [-0.171, 0.115, -0.269], [0.946, 0.233, 0.037], [-0.722, -0.528, -0.502], [0.120, 0.046, 0.325], [0.129, 1.534, 0.598], [1.367, 0.080, -0.655], [0.307, -0.512, 0.547], [-1.823, -1.059, -0.702], [-0.183, -0.006, -0.076]], "nbo_charge": [-0.82, 0.77, -0.88, -0.76, 0.43, 0.39, 0.44, 0.39, -0.84, 0.76, -0.85, -0.73, 0.40, 0.40, 0.45, 0.37, -0.91, 0.79, -0.81, -0.76, 0.45, 0.45, 0.40, 0.40, -0.82, 0.79, -0.79, -0.81, 0.42, 0.41, 0.45, 0.40, -0.24, -0.74, 0.16, 0.16, 0.14, 0.49, -0.26, -0.78, 0.17, 0.16, 0.19, 0.48, -0.25, -0.76, 0.15, 0.20, 0.20, 0.51, -0.25, -0.76, 0.18, 0.18, 0.17, 0.51]}

---

The ΔE to the lowest compared entry with this formula, charge and spin results, record by record, are as follows: 0.7238, 4.9424 eV.